w) 2 unconnected molecules or ions with the total composition C3H11NOS. Source: OMol25; level of theory: ωB97M-V with the def2-TZVPD basis set.

Summary:
SMILES	NCCCS.O
highest occupied orbital energy	-9.1	eV
2S+1	1

Atoms and positions in Å:
N1 1.788 -0.621 1.314
C1 0.569 0.183 0.931
C2 -0.692 -0.459 0.407
C3 -1.829 0.620 0.175
S1 -3.382 -0.173 -0.332
H1 2.609 -0.040 1.189
H2 1.867 -1.320 0.576
H3 0.406 0.750 1.849
H4 0.903 0.949 0.236
H5 -0.359 -0.951 -0.520
H6 -1.080 -1.275 1.027
H7 -1.496 1.307 -0.596
H8 -1.791 1.113 1.136
H9 -2.809 -1.265 -0.917
O1 1.752 0.108 -1.902
H10 2.182 0.094 -2.761
H11 1.361 0.979 -1.809


x) 2 unconnected molecules or ions with the total composition C3H11NOS. Source: OMol25; level of theory: ωB97M-V with the def2-TZVPD basis set.

Summary:
SMILES	NCCCS.O
highest occupied orbital energy	-9.1	eV
2S+1	1

Atoms and positions in Å:
N1 0.210 -1.150 2.365
C1 -0.482 -1.111 1.079
C2 -0.270 0.235 0.364
C3 -1.133 0.383 -0.873
S1 -0.927 2.005 -1.691
H1 0.900 -1.890 2.402
H2 0.759 -0.302 2.478
H3 -1.552 -1.236 1.237
H4 -0.190 -1.930 0.419
H5 0.797 0.314 0.113
H6 -0.470 1.005 1.104
H7 -0.774 -0.328 -1.616
H8 -2.182 0.209 -0.643
H9 -0.295 2.610 -0.698
O1 2.712 -2.044 0.323
H10 3.529 -1.615 0.614
H11 2.326 -1.448 -0.328


The structure with the least stability is w).


w) A molecular structure, C22H19B2BrCdF4N6O12S. Source: OMol25; level of theory: ωB97M-V with the def2-TZVPD basis set.

Summary:
highest occupied orbital energy	-3.8	eV
2S+1	1
total charge	-2

Atoms and positions in Å:
Cd1 0.716 -0.552 -0.940
C1 4.625 -1.040 1.193
C2 3.602 -0.445 0.280
N1 3.152 -1.009 -0.772
O1 3.612 -2.239 -1.077
B1 3.457 -2.549 -2.533
F1 3.923 -3.844 -2.702
F2 4.213 -1.621 -3.281
O2 2.056 -2.545 -3.068
N2 1.438 -1.326 -2.944
C3 1.287 -0.625 -3.997
C4 1.678 -1.096 -5.360
C5 0.803 0.780 -3.797
N3 1.001 1.233 -2.623
O3 0.631 2.510 -2.366
B2 1.491 3.104 -1.285
F3 2.830 3.099 -1.726
F4 1.018 4.395 -1.096
O4 1.418 2.440 0.051
N4 1.883 1.146 0.085
C6 3.084 0.946 0.460
C7 4.014 2.005 0.956
C8 0.215 1.590 -4.906
H1 4.532 -2.123 1.162
H2 4.475 -0.694 2.216
H3 5.636 -0.766 0.876
H4 1.891 -2.160 -5.323
H5 2.577 -0.574 -5.694
H6 0.878 -0.893 -6.072
H7 3.553 2.981 0.838
H8 4.948 1.971 0.393
H9 4.248 1.831 2.009
H10 0.609 1.291 -5.877
H11 0.425 2.642 -4.726
H12 -0.869 1.455 -4.912
Br1 -0.898 -1.147 8.546
C9 -2.036 -1.349 7.043
C10 -3.407 -1.378 7.232
N5 -4.264 -1.518 6.225
C11 -3.761 -1.634 4.999
C12 -2.399 -1.614 4.722
C13 -1.506 -1.464 5.772
C14 -1.974 -1.754 3.288
O5 -0.639 -1.537 3.218
O6 -2.726 -1.997 2.398
H13 -3.824 -1.286 8.228
H14 -4.459 -1.746 4.179
H15 -0.440 -1.439 5.595
O7 -1.976 -0.188 -2.883
C15 -2.156 0.334 -1.794
N6 -1.338 0.252 -0.703
C16 -1.841 1.026 0.322
O8 -1.354 1.238 1.410
C17 -3.153 1.614 -0.144
C18 -4.063 2.430 0.492
C19 -5.197 2.807 -0.224
C20 -5.394 2.375 -1.534
C21 -4.462 1.554 -2.165
C22 -3.348 1.187 -1.440
H16 -3.891 2.762 1.508
H17 -5.938 3.449 0.239
H18 -6.284 2.689 -2.067
H19 -4.598 1.213 -3.183
O9 0.544 -2.700 0.009
S1 0.515 -2.986 1.440
O10 1.804 -3.022 2.077
O11 -0.170 -1.502 1.885
O12 -0.420 -3.988 1.866


x) A molecular structure, C22H19B2BrCdF4N6O12S. Source: OMol25; level of theory: ωB97M-V with the def2-TZVPD basis set.

Summary:
highest occupied orbital energy	-3.7	eV
2S+1	1
total charge	-2

Atoms and positions in Å:
Cd1 -0.405 -0.389 0.082
C1 2.035 -4.377 -0.506
C2 1.531 -3.003 -0.189
N1 0.340 -2.628 -0.431
O1 -0.460 -3.490 -1.097
B1 -1.738 -2.855 -1.550
F1 -2.275 -2.068 -0.519
F2 -2.569 -3.874 -1.963
O2 -1.528 -1.958 -2.736
N2 -0.648 -1.002 -2.375
C3 -0.357 -0.112 -3.238
C4 -0.959 -0.056 -4.606
C5 0.710 0.823 -2.801
N3 0.888 0.968 -1.543
O3 2.032 1.631 -1.234
B2 2.400 1.584 0.214
F3 3.498 2.420 0.352
F4 1.300 1.961 0.968
O4 2.879 0.228 0.671
N4 2.037 -0.752 0.283
C6 2.463 -1.954 0.325
C7 3.846 -2.317 0.771
C8 1.646 1.430 -3.799
H1 1.190 -5.053 -0.614
H2 2.697 -4.739 0.281
H3 2.597 -4.381 -1.445
H4 -1.942 -0.524 -4.576
H5 -0.353 -0.609 -5.329
H6 -1.052 0.973 -4.953
H7 4.451 -1.417 0.829
H8 4.309 -3.029 0.086
H9 3.818 -2.782 1.760
H10 1.336 1.213 -4.820
H11 2.654 1.047 -3.631
H12 1.701 2.511 -3.657
Br1 0.854 6.193 -3.217
C9 -0.483 4.851 -3.159
C10 -1.163 4.522 -4.319
N5 -2.096 3.576 -4.359
C11 -2.366 2.925 -3.230
C12 -1.737 3.206 -2.026
C13 -0.770 4.198 -1.974
C14 -2.011 2.358 -0.831
O5 -1.944 3.079 0.312
O6 -2.005 1.158 -0.916
H13 -0.941 5.038 -5.246
H14 -3.116 2.145 -3.266
H15 -0.248 4.425 -1.054
O7 -0.660 1.427 3.035
C15 -0.996 0.274 3.147
N6 -0.917 -0.720 2.184
C16 -1.353 -1.917 2.708
O8 -1.353 -3.008 2.176
C17 -1.797 -1.671 4.128
C18 -2.324 -2.525 5.075
C19 -2.635 -1.985 6.320
C20 -2.414 -0.634 6.591
C21 -1.876 0.212 5.625
C22 -1.575 -0.340 4.397
H16 -2.492 -3.569 4.844
H17 -3.059 -2.617 7.091
H18 -2.673 -0.241 7.568
H19 -1.703 1.263 5.816
O9 -5.253 2.204 1.476
S1 -4.439 3.123 0.729
O10 -4.510 4.506 1.129
O11 -2.888 2.577 1.253
O12 -4.354 2.915 -0.707


The structure with the least stability is x).


w) A molecular structure, CHF2IO. Source: OMol25; level of theory: ωB97M-V with the def2-TZVPD basis set.

Summary:
highest occupied orbital energy	-10.5	eV
2S+1	1

Atoms and positions in Å:
C1 -0.325 -0.248 0.643
O1 0.227 -1.112 1.413
F1 -1.651 -0.027 0.717
F2 0.116 1.331 1.492
I1 -0.472 -1.521 3.138
H1 -0.071 0.023 -0.380


x) CHF2IO in the gas phase. Source: OMol25; level of theory: ωB97M-V with the def2-TZVPD basis set.

Summary:
SMILES	FC(F)OI
highest occupied orbital energy	-10.1	eV
2S+1	1

Atoms and positions in Å:
F1 1.523 -0.149 -0.856
C1 0.287 -0.337 -0.249
F2 0.425 -1.016 0.888
O1 -0.108 0.947 -0.045
I1 -1.597 1.274 1.264
H1 -0.531 -0.719 -1.002


y) 2 unconnected molecules or ions with the total composition CHF2IO. Source: OMol25; level of theory: ωB97M-V with the def2-TZVPD basis set.

Summary:
SMILES	O=CF.FI
highest occupied orbital energy	-10.1	eV
2S+1	1

Atoms and positions in Å:
O1 0.643 -1.286 -0.446
C1 1.157 -0.359 0.055
F1 0.667 0.107 1.290
H1 2.057 0.148 -0.418
F2 -2.045 1.637 -0.522
I1 -2.480 -0.248 0.041


The structure with the least stability is w).


w) 5 unconnected molecules or ions with the total composition C3H12O5. Source: OMol25; level of theory: ωB97M-V with the def2-TZVPD basis set.

Summary:
highest occupied orbital energy	-10.1	eV
2S+1	1

Atoms and positions in Å:
H1 -0.352 -1.680 -0.474
O1 0.613 -2.183 -1.227
O2 -1.009 -0.903 0.381
H2 1.327 -1.561 -1.489
H3 1.079 -2.824 -0.675
C1 -0.644 0.318 0.069
O3 0.310 0.473 -0.694
C2 -1.482 1.491 0.502
H4 -2.522 1.476 0.082
H5 -1.636 1.406 1.623
C3 -0.847 2.846 0.308
H6 -0.323 2.959 -0.598
H7 -1.579 3.668 0.373
H8 -0.156 3.016 1.142
O4 2.589 -0.467 -1.662
H9 2.218 -0.146 -2.582
H10 2.033 0.137 -1.014
O5 0.217 -2.983 1.741
H11 0.770 -2.657 2.374
H12 -0.606 -2.386 1.819


x) A molecular structure, C3H12O5. Source: OMol25; level of theory: ωB97M-V with the def2-TZVPD basis set.

Summary:
highest occupied orbital energy	-8.1	eV
2S+1	1

Atoms and positions in Å:
O1 -0.817 1.823 0.404
C1 -2.150 1.244 0.555
C2 -2.282 -0.205 0.626
C3 -2.325 -1.096 -0.567
O2 -1.040 -1.603 -0.977
H1 -2.519 1.784 1.485
H2 -2.504 -0.620 1.573
H3 -2.705 1.680 -0.350
H4 -2.953 -1.976 -0.426
H5 -2.690 -0.493 -1.463
H6 -0.391 -1.474 -0.240
H7 2.098 1.846 -1.161
H8 2.993 0.605 -0.352
O3 1.926 1.128 -0.591
H9 4.732 0.000 -0.048
H10 2.202 -1.405 0.754
O4 3.790 -0.211 0.063
H11 -0.254 1.195 -0.094
H12 1.382 -0.340 0.274
O5 1.285 -1.195 0.647


The structure with the least stability is x).


w) A molecular structure, C8H13N3O2S2. Source: OMol25; level of theory: ωB97M-V with the def2-TZVPD basis set.

Summary:
highest occupied orbital energy	-7.2	eV
2S+1	1

Atoms and positions in Å:
C1 -3.220 -1.465 -0.101
C2 -1.948 -1.624 0.776
C3 -0.840 -0.493 0.521
C4 -1.386 0.806 0.857
H1 -2.236 0.977 0.081
H2 -1.791 0.835 1.983
O1 -0.442 1.621 0.883
C5 -0.233 2.337 -0.597
O2 -1.034 2.244 -1.485
C6 1.062 3.152 -0.547
H3 1.338 3.413 -1.542
H4 0.661 4.307 -0.327
S1 2.364 2.474 0.470
C7 2.516 1.117 0.058
N1 1.810 0.507 -1.073
N2 2.021 -0.789 -1.059
C8 3.026 -1.419 -0.359
N3 3.445 -2.563 -0.428
H5 4.072 -2.790 0.217
H6 2.936 -3.096 -0.978
S2 3.572 -0.105 0.693
H7 -0.794 -0.516 -0.339
H8 -0.142 -0.713 1.230
H9 -2.525 -1.486 1.982
H10 -1.669 -2.438 0.414
H11 -3.728 -0.516 -0.019
H12 -3.957 -2.476 -0.065
H13 -2.878 -1.302 -1.245


x) C8H13N3O2S2 in the gas phase. Source: OMol25; level of theory: ωB97M-V with the def2-TZVPD basis set.

Summary:
highest occupied orbital energy	-9.1	eV
2S+1	1

Atoms and positions in Å:
C1 0.632 0.099 0.314
C2 -1.358 0.953 0.298
C3 -4.106 0.413 -0.590
C4 -3.595 0.064 -1.922
C5 2.594 0.542 1.672
C6 2.718 0.600 -0.849
C7 2.306 -1.561 0.290
C8 2.052 -0.056 0.327
N1 -0.197 -0.909 0.196
N2 -1.418 -0.378 0.103
N3 -0.045 1.265 0.482
O1 -3.280 -0.552 1.786
O2 -3.440 -2.151 0.042
S1 -2.520 2.119 0.257
S2 -3.181 -0.800 0.393
H1 -4.015 -0.881 -1.924
H2 -4.053 0.586 -2.674
H3 -2.559 0.033 -2.050
H4 2.485 1.633 1.828
H5 1.668 0.049 2.269
H6 3.492 0.048 2.042
H7 2.060 0.384 -1.773
H8 2.526 1.626 -0.787
H9 3.748 0.422 -1.052
H10 3.334 -1.668 0.491
H11 1.778 -2.227 1.026
H12 2.074 -1.923 -0.726
H13 0.300 2.268 0.532


The structure with the least stability is w).


w) 2 unconnected molecules or ions with the total composition C17H22N2O5. Source: OMol25; level of theory: ωB97M-V with the def2-TZVPD basis set.

Summary:
SMILES	O=NOC1=CC(=O)C=C(CCCCn2cccc2)C1=O.CC(C)O
highest occupied orbital energy	-8.1	eV
2S+1	1

Atoms and positions in Å:
O1 3.265 -2.799 2.156
N1 2.712 -1.862 2.522
O2 2.855 -0.763 1.524
C1 1.951 -0.779 0.519
C2 2.086 -0.011 -0.556
C3 1.054 -0.068 -1.603
O3 0.781 0.880 -2.288
C4 0.376 -1.375 -1.742
C5 0.212 -2.154 -0.674
C6 -0.454 -3.493 -0.733
C7 -1.784 -3.561 0.039
C8 -3.001 -3.336 -0.853
C9 -3.216 -1.889 -1.268
N2 -3.180 -0.932 -0.172
C10 -2.813 0.371 -0.370
C11 -2.881 1.045 0.836
C12 -3.308 0.104 1.801
C13 -3.483 -1.109 1.157
C14 0.715 -1.623 0.626
O4 0.159 -1.804 1.671
H1 2.939 0.640 -0.657
H2 0.010 -1.682 -2.710
H3 -0.570 -3.769 -1.778
H4 0.229 -4.222 -0.296
H5 -1.868 -4.550 0.484
H6 -1.734 -2.865 0.865
H7 -2.831 -3.892 -1.775
H8 -3.889 -3.780 -0.414
H9 -2.482 -1.595 -2.011
H10 -4.189 -1.814 -1.757
H11 -2.536 0.777 -1.326
H12 -2.647 2.077 1.017
H13 -3.459 0.285 2.849
H14 -3.800 -2.058 1.540
C15 2.065 3.408 0.763
C16 2.663 4.771 0.456
C17 3.558 4.721 -0.773
O5 3.392 5.263 1.581
H15 2.856 2.683 0.977
H16 1.425 3.458 1.644
H17 1.474 3.036 -0.077
H18 1.861 5.490 0.291
H19 4.395 4.037 -0.606
H20 3.976 5.706 -0.982
H21 3.007 4.382 -1.652
H22 4.111 4.648 1.755


x) C17H22N2O5 in the gas phase. Source: OMol25; level of theory: ωB97M-V with the def2-TZVPD basis set.

Summary:
SMILES	CCC[C@]1(C(=O)OCC)N[C@H](c2ccco2)[C@H]2C(=O)N(C)C(=O)[C@H]21
highest occupied orbital energy	-8.5	eV
2S+1	1

Atoms and positions in Å:
C1 0.176 3.051 -1.954
C2 1.261 2.008 -2.193
C3 1.708 1.258 -0.936
C4 0.618 0.472 -0.189
C5 -0.337 -0.203 -1.186
O1 -1.512 0.056 -1.239
O2 0.275 -1.089 -1.962
C6 -0.523 -1.785 -2.926
C7 -0.697 -0.971 -4.198
N1 -0.127 1.301 0.738
C8 -0.787 0.441 1.719
C9 -0.942 1.173 3.012
C10 -0.033 1.842 3.780
C11 -0.749 2.340 4.894
C12 -2.036 1.935 4.719
O3 -2.160 1.232 3.582
C13 0.160 -0.776 1.826
C14 -0.468 -2.101 1.431
O4 -1.502 -2.578 1.810
N2 0.397 -2.715 0.546
C15 0.185 -4.055 0.051
C16 1.473 -1.934 0.170
O5 2.399 -2.315 -0.492
C17 1.249 -0.567 0.778
H1 0.063 3.679 -2.836
H2 0.435 3.687 -1.110
H3 -0.784 2.580 -1.758
H4 2.145 2.504 -2.600
H5 0.919 1.294 -2.944
H6 2.483 0.545 -1.225
H7 2.131 1.968 -0.222
H8 -1.499 -2.006 -2.481
H9 0.022 -2.710 -3.121
H10 -1.257 -1.552 -4.925
H11 -1.244 -0.055 -3.985
H12 0.274 -0.718 -4.619
H13 -0.797 1.893 0.262
H14 -1.786 0.105 1.401
H15 1.009 1.968 3.569
H16 -0.359 2.915 5.708
H17 -2.920 2.078 5.307
H18 0.555 -0.874 2.839
H19 -0.779 -4.115 -0.455
H20 0.190 -4.763 0.880
H21 0.993 -4.284 -0.641
H22 2.177 -0.155 1.174


The structure with the least stability is w).


w) 2 unconnected molecules or ions with the total composition CH2Cl2FN. Source: OMol25; level of theory: ωB97M-V with the def2-TZVPD basis set.

Summary:
highest occupied orbital energy (spin up / spin down)	-8.5 / -9.9	eV
2S+1	1

Atoms and positions in Å:
C1 -0.264 0.838 0.816
N1 -2.422 0.260 -0.529
F1 0.505 1.062 -0.216
Cl1 -2.623 -1.430 0.047
Cl2 -3.586 1.253 0.237
H1 -0.619 1.660 1.558
H2 -0.306 -0.229 1.034


x) 2 unconnected molecules or ions with the total composition CH2Cl2FN. Source: OMol25; level of theory: ωB97M-V with the def2-TZVPD basis set.

Summary:
highest occupied orbital energy (spin up / spin down)	-9.5 / -8.4	eV
2S+1	1

Atoms and positions in Å:
C1 1.152 0.199 0.167
N1 -1.290 -0.418 0.418
F1 0.889 1.166 -0.689
Cl1 -1.971 1.006 -0.208
Cl2 -1.531 -1.770 -0.488
H1 1.000 0.298 1.122
H2 1.751 -0.481 -0.321


The structure with the least stability is x).


w) A gas-phase ion, C7H15N4O (charge +1). Source: OMol25; level of theory: ωB97M-V with the def2-TZVPD basis set.

Summary:
SMILES	C[C@@H]1/[NH+]=N/CNC[C@@H](C)/C=[N+]\1[O-]
highest occupied orbital energy (spin up / spin down)	-12.7 / -12.7	eV
2S+1	1
total charge	+1

Atoms and positions in Å:
C1 -0.292 -2.787 0.978
C2 -0.992 -1.437 1.129
N1 -1.535 -0.747 -0.054
N2 -1.851 0.415 0.299
C3 -1.881 1.428 -0.875
N3 -0.865 1.048 -1.781
C4 0.542 1.480 -1.532
C5 1.089 0.482 -0.390
C6 2.605 0.568 -0.111
C7 0.364 0.694 0.971
N4 -0.104 -0.341 1.716
O1 -0.063 -0.448 2.932
H1 -1.020 -3.570 1.156
H2 0.510 -2.718 1.767
H3 0.164 -2.891 -0.078
H4 -1.843 -1.480 1.920
H5 -1.303 -1.098 -0.952
H6 -1.894 2.372 -0.263
H7 -2.879 1.487 -1.229
H8 -1.080 1.023 -2.794
H9 0.512 2.478 -1.265
H10 1.184 1.355 -2.387
H11 0.760 -0.490 -0.660
H12 3.107 1.427 -0.362
H13 3.139 -0.171 -0.670
H14 2.928 0.425 0.911
H15 0.698 1.495 1.627


x) A gas-phase ion, C7H15N4O (charge +1). Source: OMol25; level of theory: ωB97M-V with the def2-TZVPD basis set.

Summary:
SMILES	COC/C(N)=N/C=C\C=C(/N)[NH3+]
highest occupied orbital energy	-11.9	eV
2S+1	1
total charge	+1

Atoms and positions in Å:
C1 2.170 0.238 -1.977
O1 1.079 0.412 -1.102
C2 -0.146 0.157 -1.768
C3 -1.243 0.470 -0.754
N1 -1.308 1.784 -0.411
N2 -1.914 -0.499 -0.312
C4 -2.803 -0.360 0.739
C5 -2.321 -0.171 1.977
C6 -0.853 -0.030 2.335
C7 -0.051 -0.733 1.547
N3 -0.223 -1.995 1.034
N4 1.352 -0.375 1.473
H1 1.724 0.374 -2.991
H2 2.659 -0.708 -1.768
H3 2.908 1.013 -1.662
H4 -0.209 0.914 -2.619
H5 -0.058 -0.900 -2.152
H6 -2.031 2.134 0.311
H7 -0.625 2.355 -0.682
H8 -3.885 -0.545 0.449
H9 -3.115 -0.092 2.744
H10 -0.524 0.911 2.816
H11 0.215 -2.361 0.192
H12 -1.225 -2.186 0.941
H13 1.796 -1.311 1.609
H14 1.547 -0.088 0.448
H15 1.673 0.382 2.148


The structure with the least stability is w).